A single C4H5NO molecule in a non-equilibrium geometry. Source: the Open Molecules 2025 dataset; level of theory: ωB97M-V/def2-TZVPD.

The geometry in ORCA input format:
```
! wB97M-V def2-TZVPD RIJCOSX def2/J DEFGRID3
* xyz 0 1
N -0.0628 -1.8662 -2.0108
C -0.1149 -1.3689 -0.9334
C -1.0140 -0.4646 -0.0956
C 0.0897 0.1769 0.6733
C 0.9626 1.3113 0.4558
O -0.0769 1.2487 1.4677
H -1.5887 -1.1551 0.5303
H -1.7050 0.2291 -0.5962
H 0.7723 -1.4275 0.0018
H 1.9743 1.3005 0.8514
H 0.7633 2.0158 -0.3442
*
```

Properties
Energy relative to the best compared isomer or geometry (same formula, charge and spin) = 565.23 kJ/mol
Lowest unoccupied orbital energy (spin up / spin down) = -0.009 / -0.023 Eh
HOMO-LUMO gap (spin up / spin down) = 8.98 / 8.05 eV

Partial atomic charges computed with the Mulliken method, in multiples of e: -0.494 0.081 -0.091 -0.089 -0.237 -0.368 0.207 0.299 0.243 0.227 0.223

A molecular structure, C2H2INOS in a non-equilibrium geometry. Source: the Open Molecules 2025 dataset; level of theory: ωB97M-V/def2-TZVPD.

The geometry in ORCA input format:
```
! wB97M-V def2-TZVPD RIJCOSX def2/J DEFGRID3
* xyz 0 1
C -0.8582 0.1677 1.3458
C -0.8586 -0.2743 0.0132
N -0.7026 0.5729 2.4235
O 1.9744 -1.2333 -0.7540
S 1.4686 -0.0089 -0.2145
I 1.2638 1.5985 -2.0627
H -0.9669 -1.2912 -0.2789
H -1.3205 0.4686 -0.4724
*
```

Properties
Energy relative to the best compared isomer or geometry (same formula, charge and spin) = 68.32 kJ/mol
Lowest unoccupied orbital energy (spin up / spin down) = -0.051 / -0.051 Eh
HOMO-LUMO gap (spin up / spin down) = 8.23 / 8.23 eV

Partial atomic charges computed with the Mulliken method, in multiples of e: 0.547 -0.945 -0.399 -0.391 0.409 0.027 0.359 0.393

A molecular structure, C42H53N3OSSiW in a non-equilibrium geometry. Source: the Open Molecules 2025 dataset; level of theory: ωB97M-V/def2-TZVPD.

The geometry in ORCA input format:
```
! wB97M-V def2-TZVPD RIJCOSX def2/J DEFGRID3
* xyz 2 1
W 1.3464 -0.4868 -0.6788
C 1.0633 -2.7116 -3.0512
C 1.7171 -1.4223 -3.5098
N 1.2469 -0.3898 -2.5794
C 3.5916 1.3666 -1.7253
C 4.2142 0.2920 -1.2638
S 2.8944 -1.7613 0.5836
C 3.3632 -3.0994 -0.5536
C 2.1134 -3.7855 -1.0402
N 1.1741 -2.7664 -1.5745
H 1.5155 -3.5868 -3.5170
H 0.0051 -2.6957 -3.3080
H 1.4393 -1.1671 -4.5310
H 2.8076 -1.5002 -3.4704
H 0.8902 0.4430 -3.0342
H 3.5388 2.2713 -1.1410
H 3.1874 1.4043 -2.7277
H 4.6953 0.2803 -0.2957
H 4.3732 -0.5772 -1.8935
H 4.0019 -3.7701 0.0220
H 3.9620 -2.7024 -1.3746
H 1.6241 -4.3003 -0.2154
H 2.3412 -4.5321 -1.8030
H 0.2450 -2.9800 -1.2151
C 4.1335 4.0800 2.2270
C 3.2774 2.8615 2.0433
C 3.3166 1.8139 2.9794
C 2.5091 0.7042 2.8729
C 2.5306 -0.3968 3.8913
C 1.6163 0.6392 1.7855
C 1.6178 1.6435 0.8001
C 2.4474 2.7582 0.9416
N 0.8442 1.3406 -0.3502
C -0.1453 2.2864 -0.9780
C 0.5301 3.1001 -2.0928
C -0.5029 4.0245 -2.7514
C -1.6269 3.1774 -3.3527
C -2.3144 2.3794 -2.2426
C -2.8964 3.3315 -1.1979
C -1.7655 4.1662 -0.5973
C -1.0770 4.9769 -1.6982
C -0.7344 3.2437 0.0674
C -1.2947 1.4569 -1.5622
H 4.7872 3.9824 3.0904
H 3.5099 4.9637 2.3712
H 4.7524 4.2582 1.3467
H 3.9828 1.9024 3.8296
H 2.5594 0.0043 4.9038
H 3.4226 -1.0135 3.7579
H 1.6595 -1.0445 3.7955
H 0.8194 -0.0969 1.8196
H 2.4495 3.5400 0.1946
H 0.9637 2.4421 -2.8540
H 1.3521 3.6922 -1.6816
H -0.0060 4.5955 -3.5379
H -1.2255 2.5012 -4.1157
H -2.3513 3.8229 -3.8533
H -3.1088 1.7610 -2.6657
H -3.4048 2.7611 -0.4160
H -3.6388 3.9863 -1.6597
H -2.1634 4.8387 0.1650
H -0.2814 5.5969 -1.2740
H -1.7937 5.6548 -2.1664
H -1.2056 2.6599 0.8655
H 0.0462 3.8535 0.5169
H -0.9240 0.7275 -2.2937
H -1.7783 0.8996 -0.7584
O -0.1838 -1.1635 0.0574
Si -1.5577 -1.7804 0.8909
C -0.8925 -2.4592 2.4838
C 0.1146 -3.4318 2.4526
C 0.6138 -3.9921 3.6165
C 0.1077 -3.5881 4.8457
C -0.8990 -2.6357 4.9020
C -1.3977 -2.0789 3.7315
C -2.0998 -3.0882 -0.3140
C -2.3013 -2.7386 -1.6581
C -2.6753 -3.6898 -2.5953
C -2.8477 -5.0127 -2.2038
C -2.6559 -5.3767 -0.8796
C -2.2865 -4.4213 0.0592
C -2.7835 -0.4227 1.1500
C -4.0164 -0.4469 0.4917
C -4.9722 0.5312 0.7361
C -4.7104 1.5440 1.6462
C -3.4890 1.5880 2.3082
C -2.5351 0.6140 2.0592
H 0.5027 -3.7709 1.4994
H 1.3850 -4.7503 3.5709
H 0.4877 -4.0289 5.7580
H -1.3088 -2.3368 5.8577
H -2.2025 -1.3590 3.7955
H -2.1864 -1.7029 -1.9710
H -2.8501 -3.4032 -3.6248
H -3.1452 -5.7565 -2.9311
H -2.8023 -6.4044 -0.5747
H -2.1460 -4.7183 1.0922
H -4.2429 -1.2425 -0.2085
H -5.9257 0.4926 0.2263
H -5.4602 2.2983 1.8463
H -3.2870 2.3755 3.0230
H -1.5901 0.6580 2.5923
*
```

Properties
Energy relative to the best compared isomer or geometry (same formula, charge and spin) = 60.94 kJ/mol
Lowest unoccupied orbital energy = -0.252 Eh
HOMO-LUMO gap = 7.18 eV

Mulliken atomic charge list, values in e, 99 entries: 0.050 -0.382 -0.697 0.773 -0.248 -0.755 -0.201 -0.621 -0.644 0.074 0.450 0.116 0.529 0.233 0.010 0.319 0.293 0.313 0.430 0.650 0.216 0.232 0.428 -0.566 -1.617 0.279 -0.933 0.105 -1.559 -0.232 0.973 -0.491 0.666 1.930 -0.960 0.339 -1.333 0.010 -0.649 0.351 -1.516 -1.257 -1.039 0.427 0.344 0.366 0.469 0.523 0.377 -0.131 0.432 0.550 0.000 0.284 0.366 0.455 0.525 0.455 -0.394 0.679 0.472 0.551 0.522 -0.124 0.799 0.655 -1.139 0.610 -0.469 0.994 -0.199 -0.905 -0.697 -0.801 -0.444 0.049 0.175 -0.770 -0.682 -0.790 -0.503 0.467 -0.168 -0.752 -0.860 -0.593 -0.102 0.245 0.449 0.424 0.478 0.454 0.594 0.550 0.434 0.475 0.456 0.428 0.479

A gas-phase ion, C5H6N (charge +1) in a non-equilibrium geometry. Source: the Open Molecules 2025 dataset; level of theory: ωB97M-V/def2-TZVPD.

The geometry in ORCA input format:
```
! wB97M-V def2-TZVPD RIJCOSX def2/J DEFGRID3
* xyz 1 1
C -0.2759 1.0346 -1.0648
C 0.9340 1.4738 -0.3906
C 0.2296 -0.8496 0.7511
C -1.1040 -0.8746 0.0509
C 1.0818 0.3325 0.5375
N -1.1737 0.2542 -1.1150
H 1.7460 1.5389 -1.0757
H 0.9004 2.3685 0.2681
H 0.0277 -1.2424 1.7430
H 0.7499 -1.5757 0.2200
H -1.1545 -1.7309 -0.4915
H -1.9613 -0.7293 0.5669
*
```

Properties
Energy relative to the best compared isomer or geometry (same formula, charge and spin) = 611.63 kJ/mol
Lowest unoccupied orbital energy (spin up / spin down) = -0.223 / -0.223 Eh
HOMO-LUMO gap (spin up / spin down) = 8.05 / 8.06 eV

Partial atomic charges computed with the Mulliken method, in multiples of e: 0.385 -0.004 -0.134 -0.574 -0.489 -0.306 0.320 0.309 0.400 0.335 0.356 0.403

A molecular structure, C13H27Cl2FeO3P in a non-equilibrium geometry. Source: the Open Molecules 2025 dataset; level of theory: ωB97M-V/def2-TZVPD.

The geometry in ORCA input format:
```
! wB97M-V def2-TZVPD RIJCOSX def2/J DEFGRID3
* xyz -1 6
Fe 2.0291 0.1442 -0.8387
Cl 2.5430 -1.7134 0.1351
Cl 1.9331 2.2286 -0.2665
C 3.2100 0.0172 -2.1687
H 3.8214 0.9318 -2.2688
H 3.6716 -0.9497 -2.3784
C 0.1032 -0.2188 -1.0172
C 1.6571 0.1487 -2.5976
H 0.0768 -1.2708 -1.3473
C 1.1475 -0.8433 -3.6203
H 1.4331 1.1878 -2.8961
C -0.1344 -0.3041 -4.2556
H 1.9161 -1.0181 -4.3847
H 0.9833 -1.8008 -3.1150
C -1.2404 -0.0404 -3.2344
H 0.0921 0.6323 -4.7862
H -0.4976 -1.0132 -5.0083
C -0.8203 0.6398 -1.9227
H -1.9969 0.5990 -3.7057
H -1.7400 -0.9873 -2.9907
H -0.3123 1.5960 -2.1050
H -1.7432 0.8875 -1.3790
C -0.8723 -3.1080 2.7681
C -1.8733 -2.1974 2.1102
O -1.3648 -1.6482 0.8111
P -0.5610 -0.2811 0.6695
O 0.2981 -0.2851 1.9822
C 1.4676 0.4581 2.4411
C 1.6557 0.1829 3.9083
O -1.6404 0.8663 0.8544
C -1.4450 2.1960 1.4683
C -2.7532 2.9364 1.3406
H -0.3841 -3.7592 2.0366
H -1.3959 -3.7340 3.4969
H -0.1141 -2.5337 3.3087
H -2.7831 -2.7333 1.8323
H -2.1467 -1.3544 2.7661
H 2.3302 0.0929 1.8653
H 1.3353 1.5250 2.2208
H 1.7954 -0.8868 4.0979
H 2.5566 0.7038 4.2486
H 0.8105 0.5535 4.4980
H -1.1826 2.0534 2.5280
H -0.6245 2.7061 0.9433
H -3.5371 2.4335 1.9154
H -2.6314 3.9445 1.7428
H -3.0725 3.0158 0.2973
*
```

Properties
Energy relative to the best compared isomer or geometry (same formula, charge and spin) = 0.00 kJ/mol
Lowest unoccupied orbital energy (spin up / spin down) = 0.110 / 0.102 Eh
Expectation value of S² = 8.7941
HOMO-LUMO gap (spin up / spin down) = 2.16 / 8.47 eV

Partial atomic charges computed with the Mulliken method, in multiples of e: -0.824 -0.504 -0.428 -0.750 0.239 0.360 -0.084 0.416 0.838 -0.792 0.463 -0.669 0.299 0.378 -0.796 0.314 0.386 -0.563 0.421 0.196 0.441 0.080 -0.861 -1.753 0.265 2.248 -0.442 0.200 -2.561 0.354 -0.696 -2.279 0.237 0.532 -0.106 0.548 0.414 0.074 0.297 0.359 0.511 0.669 0.235 -0.065 0.334 0.743 0.325

A molecular structure, C4H6O2 in a non-equilibrium geometry. Source: the Open Molecules 2025 dataset; level of theory: ωB97M-V/def2-TZVPD.

The geometry in ORCA input format:
```
! wB97M-V def2-TZVPD RIJCOSX def2/J DEFGRID3
* xyz 0 1
C 1.9438 -0.0662 0.0788
C 0.5320 0.7691 -0.1496
C -0.4272 -0.1034 -0.1041
C -1.8697 0.2464 -0.0100
H 1.4509 -0.8897 0.8195
H 2.1910 -0.4671 -0.8363
H 2.9934 0.5561 0.7225
H 0.5883 1.7983 -0.0986
H -0.0017 -1.1936 -0.1116
H -2.3717 -1.3905 -0.4854
O -2.8153 -0.6660 0.1163
O -2.2139 1.4067 0.0585
*
```

Properties
Energy relative to the best compared isomer or geometry (same formula, charge and spin) = 317.98 kJ/mol
Lowest unoccupied orbital energy = 0.015 Eh
HOMO-LUMO gap = 10.68 eV

Partial atomic charges computed with the Mulliken method, in multiples of e: -0.876 0.144 -0.429 0.434 0.230 0.299 0.271 0.477 0.091 0.344 -0.442 -0.544

Please write out number 4 again, unchanged.
A gas-phase ion, C5H6N (charge +1) in a non-equilibrium geometry. Source: the Open Molecules 2025 dataset; level of theory: ωB97M-V/def2-TZVPD.

The geometry in ORCA input format:
```
! wB97M-V def2-TZVPD RIJCOSX def2/J DEFGRID3
* xyz 1 1
C -0.2759 1.0346 -1.0648
C 0.9340 1.4738 -0.3906
C 0.2296 -0.8496 0.7511
C -1.1040 -0.8746 0.0509
C 1.0818 0.3325 0.5375
N -1.1737 0.2542 -1.1150
H 1.7460 1.5389 -1.0757
H 0.9004 2.3685 0.2681
H 0.0277 -1.2424 1.7430
H 0.7499 -1.5757 0.2200
H -1.1545 -1.7309 -0.4915
H -1.9613 -0.7293 0.5669
*
```

Properties
Energy relative to the best compared isomer or geometry (same formula, charge and spin) = 611.63 kJ/mol
Lowest unoccupied orbital energy (spin up / spin down) = -0.223 / -0.223 Eh
HOMO-LUMO gap (spin up / spin down) = 8.05 / 8.06 eV

Partial atomic charges computed with the Mulliken method, in multiples of e: 0.385 -0.004 -0.134 -0.574 -0.489 -0.306 0.320 0.309 0.400 0.335 0.356 0.403

Which value of energy relative to the best compared isomer or geometry (same formula, charge and spin) does entry 3 give?
60.94 kJ/mol